# 1
C4H8O2S in the gas phase at a distorted geometry. Source: the OMol25 dataset; level of theory: ωB97M-V with the def2-TZVPD basis set.

The total energy comes out at -705.7921 hartree. The value obtained for the HOMO energy is -10.3 eV. As for the relative energy (zero: lowest compared OMol25 entry of this formula, charge and spin): 64.93 kcal per mole. Its structure (SMILES) is O=S1(=O)CCCC1.

Geometry as ORCA input:
```
! wB97M-V def2-TZVPD RIJCOSX def2/J DEFGRID3
* xyz 0 1
O 6.77 48.99 -0.76
S 7.91 49.19 0.09
O 7.89 50.38 0.84
C 8.54 47.75 1.00
C 9.98 47.66 0.51
C 10.34 48.89 -0.30
C 9.20 49.25 -1.06
H 7.87 46.84 0.66
H 8.52 47.92 2.10
H 10.63 47.65 1.50
H 10.30 46.70 0.04
H 11.25 48.83 -1.03
H 10.57 49.55 0.50
H 8.72 48.66 -1.91
H 9.59 50.25 -1.61
*
```

# 2
2 unconnected molecules or ions with the total composition C4H8O2S at a distorted geometry. Source: the OMol25 dataset; level of theory: ωB97M-V with the def2-TZVPD basis set.

The total energy comes out at -705.7798 hartree. The value obtained for the HOMO energy is -8.5 eV. As for the relative energy (zero: lowest compared OMol25 entry of this formula, charge and spin): 72.66 kcal per mole. Its structure (SMILES) is C1COSC1.C=O.

Geometry as ORCA input:
```
! wB97M-V def2-TZVPD RIJCOSX def2/J DEFGRID3
* xyz 0 1
C 1.40 -0.45 0.68
C 1.00 -1.26 -0.66
O 0.28 -0.39 -1.46
S -0.74 0.68 -0.52
C 0.08 0.24 1.06
H 1.88 -1.06 1.43
H 2.06 0.25 0.27
H 1.91 -1.66 -1.07
H 0.32 -1.96 -0.18
H -0.50 -0.42 1.64
H 0.28 1.14 1.52
C -4.42 1.13 0.82
O -4.72 -0.01 0.63
H -4.63 1.81 -0.01
H -4.03 1.50 1.72
*
```

# 3
C4H8O2S in the gas phase at a distorted geometry. Source: the OMol25 dataset; level of theory: ωB97M-V with the def2-TZVPD basis set.

The total energy comes out at -705.6805 hartree. The value obtained for the HOMO energy (alpha / beta) is -7.8 / -8.2 eV. As for the relative energy (zero: lowest compared OMol25 entry of this formula, charge and spin): 135.01 kcal per mole.

Geometry as ORCA input:
```
! wB97M-V def2-TZVPD RIJCOSX def2/J DEFGRID3
* xyz 0 1
C 1.68 0.08 0.24
C -0.52 -0.69 1.11
C 2.72 -0.20 -0.70
C -2.33 0.68 -0.65
O -3.02 -1.06 1.15
O 0.49 -0.49 0.24
S -1.98 -0.97 0.16
H 1.96 0.44 1.22
H -0.60 -0.14 2.10
H 3.29 -1.13 -0.51
H 3.37 0.58 -0.67
H 2.29 -0.40 -1.69
H -2.92 1.13 0.15
H -2.97 0.81 -1.56
H -1.47 1.37 -0.62
*
```

# 4
A molecular structure, C4H8O2Y at a distorted geometry. Source: the OMol25 dataset; level of theory: ωB97M-V with the def2-TZVPD basis set.

The total energy comes out at -344.6913 hartree. The value obtained for the HOMO energy is -19.3 eV. As for the relative energy (zero: lowest compared OMol25 entry of this formula, charge and spin): 22.14 kcal per mole.

Geometry as ORCA input:
```
! wB97M-V def2-TZVPD RIJCOSX def2/J DEFGRID3
* xyz 3 1
C 1.41 1.64 0.34
C 0.09 1.00 0.19
C -0.38 -0.01 0.97
C -1.63 -0.60 0.64
O -2.15 -1.51 1.32
Y -4.03 -2.94 1.55
H 1.93 1.62 -0.63
H 2.02 1.19 1.13
H -0.52 1.33 -0.65
H 1.23 2.71 0.57
H 0.18 -0.40 1.83
H -2.17 -0.22 -0.25
H 1.15 -1.54 -1.62
O 1.09 -0.97 -2.40
H 1.78 -1.29 -2.99
*
```